The following is a DFT calculation (the ωB97M-V functional and the def2-TZVPD basis) of the molecule C4H4N2 at a distorted geometry.

XYZ file:
```
10
Properties=species:S:1:pos:R:3:forces:R:3:lowdin_charge:R:1
N -2.840 0.185 -0.010 -0.3 -0.7 0.6 -0.0998
N -2.011 -0.721 0.579 2.7 0.4 -2.0 0.0445
C 0.286 0.685 0.200 -0.6 1.1 -3.2 -0.0696
C -0.622 -0.476 0.182 3.2 4.1 4.9 -0.2851
C -3.663 0.974 -0.234 -0.4 0.5 -0.3 0.0150
C -1.173 -1.596 -0.260 -4.5 -4.5 -1.9 0.0177
H 0.468 1.295 1.133 -0.2 -1.2 -0.8 0.0879
H -1.459 -2.574 -0.600 0.7 0.0 0.0 0.0868
H -0.347 1.361 -0.518 1.3 0.0 1.0 0.0930
H 1.252 0.492 -0.429 -1.7 0.2 1.5 0.1095
```
Positions in Å, forces in eV/Å.

Values from the calculation:
Kohn-Sham gap (alpha / beta), eV: 6.86 / 9.09
Multiplicity: 3
Lowest unoccupied orbital energy (alpha / beta), Eh: 0.034 / -0.077


The following is a DFT calculation (the ωB97M-V functional and the def2-TZVPD basis) of a cluster of 2 separate species, C4H4N2 in total at a distorted geometry.

XYZ file:
```
10
Properties=species:S:1:pos:R:3:forces:R:3:lowdin_charge:R:1
N 0.328 -4.490 2.033 3.5 1.9 -1.3 0.0031
N 1.266 -3.983 1.695 -3.5 -1.9 1.3 0.0038
C -0.429 0.541 0.498 1.2 3.1 -5.9 -0.1054
C -0.536 1.393 -0.746 -4.2 -2.4 7.3 -0.1455
C -0.216 -0.160 1.449 -0.3 0.7 -1.1 0.0995
C 0.217 1.773 -1.871 3.0 0.4 -3.0 0.0032
H -0.214 -0.646 2.321 0.2 -1.7 2.7 -0.0194
H 1.109 1.264 -2.098 1.1 -0.7 0.0 0.0312
H -0.038 2.420 -2.696 -0.8 0.2 0.5 0.0526
H -1.486 1.889 -0.586 -0.1 0.2 -0.5 0.0769
```
Positions in Å, forces in eV/Å.

Values from the calculation:
Kohn-Sham gap (alpha / beta), eV: 7.37 / 8.01
Multiplicity: 3
Lowest unoccupied orbital energy (alpha / beta), Eh: 0.042 / -0.089


The following is a DFT calculation (the ωB97M-V functional and the def2-TZVPD basis) of the molecule C4H4N2O.

XYZ file:
```
11
Properties=species:S:1:pos:R:3:forces:R:3:lowdin_charge:R:1
O 2.064 -1.253 0.832 0.2 0.2 -0.5 0.0825
N 0.176 -1.558 -0.393 -0.2 0.1 0.3 0.1490
N -1.172 0.285 0.100 0.0 0.0 0.1 0.0396
C 1.127 0.675 -0.190 -0.2 0.0 0.1 0.0101
C 1.230 -0.766 0.104 0.3 -0.2 0.3 -0.5028
C -0.111 1.168 -0.032 0.1 -0.1 0.0 -0.0978
C -0.979 -1.035 -0.227 0.0 0.1 -0.1 -0.1816
H -1.876 -1.630 -0.377 0.0 0.1 0.0 0.1263
H -0.360 2.224 -0.020 0.0 -0.1 0.0 0.1214
H 2.004 1.296 -0.336 -0.2 -0.1 0.1 0.1125
H -2.034 0.577 0.526 -0.1 0.1 -0.3 0.1409
```
Positions in Å, forces in eV/Å.

Values from the calculation:
Kohn-Sham gap, eV: 9.92
SMILES string: O=c1cc[nH]cn1
Lowest unoccupied orbital energy, Eh: 0.018


The following is a DFT calculation (the ωB97M-V functional and the def2-TZVPD basis) of a structure of composition C4H4N2O at a distorted geometry.

XYZ file:
```
11
Properties=species:S:1:pos:R:3:forces:R:3:lowdin_charge:R:1
O -1.722 0.550 0.601 -2.1 -1.6 0.0 0.0749
N 0.967 0.457 0.201 -0.3 0.1 0.3 0.0498
N -0.749 0.732 -1.347 -0.2 0.8 0.7 0.1403
C 0.683 -0.914 0.332 0.1 -0.1 -0.1 -0.1034
C -0.528 -1.347 -0.066 0.3 0.1 0.1 0.0274
C 0.132 1.270 -0.545 1.7 0.1 -1.4 -0.1817
C -1.259 -0.083 -0.336 -0.3 0.3 1.2 -0.5112
H 0.231 2.348 -0.401 0.8 -0.1 -0.7 0.1390
H 1.718 0.866 0.728 -0.1 0.0 0.1 0.1400
H 1.437 -1.523 0.813 0.1 0.0 -0.2 0.1179
H -0.910 -2.358 0.021 0.2 0.3 -0.1 0.1071
```
Positions in Å, forces in eV/Å.

Values from the calculation:
Kohn-Sham gap, eV: 9.75
Lowest unoccupied orbital energy, Eh: 0.017


The following is a DFT calculation (the ωB97M-V functional and the def2-TZVPD basis) of a cluster of 2 separate species, C4H4N2O in total.

XYZ file:
```
11
Properties=species:S:1:pos:R:3:forces:R:3:lowdin_charge:R:1
O -1.669 1.094 -2.183 0.2 -0.1 0.4 0.0845
N -1.575 1.156 0.133 0.1 -0.1 0.0 0.1465
N 0.030 -0.236 1.194 0.2 -0.2 -0.4 0.1242
C -1.190 0.725 -1.143 -0.2 0.1 -0.2 -0.4473
C -0.037 -0.327 -1.229 0.1 -0.1 0.2 0.0662
C 0.268 -0.526 0.018 -0.3 0.3 0.2 -0.0763
C -1.008 0.708 1.191 -0.2 0.1 -0.1 -0.1659
H -1.315 1.049 2.175 0.1 -0.1 -0.2 0.1286
H 2.837 -1.433 1.274 0.1 0.0 -0.1 0.0045
H 3.373 -1.530 0.763 -0.1 0.0 0.1 0.0202
H 0.289 -0.680 -2.191 0.0 0.0 0.1 0.1149
```
Positions in Å, forces in eV/Å.

Values from the calculation:
Kohn-Sham gap, eV: 8.23
SMILES string: O=C1C=C=NC=N1.[H][H]
Lowest unoccupied orbital energy, Eh: -0.052


The following is a DFT calculation (the ωB97M-V functional and the def2-TZVPD basis) of the molecule C4H4N2O at a distorted geometry.

XYZ file:
```
11
Properties=species:S:1:pos:R:3:forces:R:3:lowdin_charge:R:1
O -2.179 -1.007 0.940 0.2 0.1 -0.1 0.1542
N 0.977 -0.960 0.939 -0.1 0.4 -0.2 0.1310
N -0.535 1.852 0.225 0.4 0.3 0.1 0.1536
C 0.899 -0.376 -0.331 -0.7 -0.5 0.1 -0.2933
C -0.262 0.620 0.068 -0.4 -1.0 0.6 -0.3224
C -0.434 -0.745 -0.858 0.4 -0.3 -0.1 0.0634
C -1.197 -0.690 0.365 0.3 0.8 -0.3 -0.3127
H -0.808 -0.637 -1.869 0.0 0.0 0.0 0.1508
H 1.726 -0.125 -0.987 -0.2 0.4 0.1 0.1473
H 0.252 2.448 -0.039 -0.1 0.0 -0.1 0.0568
H 1.561 -0.381 1.547 0.1 0.0 -0.1 0.0715
```
Positions in Å, forces in eV/Å.

Values from the calculation:
Kohn-Sham gap (alpha / beta), eV: 7.74 / 7.65
Lowest unoccupied orbital energy (alpha / beta), Eh: -0.033 / -0.044